Below is C17H17BrPt as an isolated structure at a distorted geometry, with properties calculated with ωB97M-V/def2-TZVPD.

Results
- HOMO energy (spin up / spin down): 1.37 / 0.99 eV
- Gap between HOMO and LUMO (spin up / spin down): 0.134 / 0.147 hartree
- Spin multiplicity: 3
- LUMO energy (spin up / spin down): 5.02 / 5.00 eV
- Energy: -91188.8725 eV
- <S²>: 2.03
- F_max: 0.05016 hartree/bohr
- Net charge: -2

Geometry as XYZ:
```
36
Properties=species:S:1:pos:R:3:forces:R:3
C -2.8653 1.1805 -2.1230 -0.550 0.541 1.397
C -3.0950 1.6215 -0.7243 0.575 1.026 -1.041
C -1.8412 2.2364 -0.2916 -1.263 0.368 -0.553
H -4.0861 1.7800 -0.3163 0.119 0.047 0.231
C -0.9548 2.2557 -1.3826 -0.110 0.113 -0.633
C -1.5531 1.6058 -2.4860 0.191 0.836 0.122
H -1.1219 1.5305 -3.4845 -0.021 -0.148 0.386
H -3.6519 0.8508 -2.8021 0.293 0.086 0.163
H -1.6877 2.6875 0.6877 0.060 -0.260 -0.226
H 0.0203 2.7504 -1.4060 -0.220 -0.429 0.143
Pt -2.4826 -0.3617 -0.4962 -0.164 0.458 0.031
Br -1.0349 -0.4139 1.5652 -1.054 -1.122 2.070
C -0.4406 -2.5040 -1.2168 -0.234 -0.264 -0.448
C -0.2296 -1.7998 -2.4288 -0.951 -0.431 0.047
C -1.4726 -1.3763 -2.9403 0.132 -1.118 -0.161
H 0.7330 -1.6511 -2.9130 -0.101 0.140 0.149
C -2.5316 -1.8197 -2.0405 1.555 -1.159 0.354
C -1.8374 -2.5146 -0.9168 -0.199 0.232 -1.510
H -2.3455 -3.1317 -0.1757 0.217 0.150 -0.172
H 0.3173 -3.0264 -0.6553 0.133 0.149 0.248
H -1.6291 -0.8457 -3.8773 0.022 -0.075 0.238
H -3.5699 -1.9956 -2.2903 -0.015 0.133 -0.168
C 0.9545 0.2432 0.7613 2.177 0.863 0.128
C 2.0224 0.1977 1.7410 -1.674 0.162 -1.858
C 1.9567 1.0890 2.8205 0.791 0.329 1.129
C 2.9689 1.0799 3.7863 -0.960 0.184 -0.535
C 4.0327 0.1727 3.6752 0.344 0.153 0.405
C 4.0891 -0.7214 2.5984 -0.634 -0.446 -0.926
C 3.0801 -0.7210 1.6321 0.639 -0.331 0.739
H 1.0413 -0.4247 -0.0873 -0.202 0.135 -0.118
H 0.5048 1.2232 0.5915 0.307 -0.432 -0.200
H 1.0754 1.7378 2.8467 0.439 -0.060 0.299
H 2.8916 1.7772 4.6283 0.195 -0.279 -0.194
H 4.8082 0.1474 4.4356 -0.028 0.040 -0.041
H 4.9036 -1.4472 2.5000 -0.158 0.287 0.163
H 3.0311 -1.4121 0.7850 0.349 0.122 0.344
```
Forces are in eV/Å.

Below is C7H11N as an isolated structure at a distorted geometry, with properties calculated with ωB97M-V/def2-TZVPD.

Results
- HOMO energy: -9.37 eV
- ΔE to the lowest compared entry with this formula, charge and spin: 860.2 kJ/mol
- Gap between HOMO and LUMO: 0.362 hartree
- Spin multiplicity: 1
- LUMO energy: 0.49 eV
- Energy: -8918.8137 eV
- F_max: 0.16047 hartree/bohr
- Net charge: 0

Geometry as XYZ:
```
19
Properties=species:S:1:pos:R:3:forces:R:3
C -2.8457 0.4223 -0.1992 2.244 -2.753 3.367
C -1.7318 -0.4059 0.1334 -2.972 -0.206 0.097
C -0.2633 -0.0982 0.0448 -1.903 -0.348 0.657
C 0.3870 1.3529 0.1549 -4.794 -2.039 1.438
C 1.7050 0.8999 0.0858 7.470 -0.768 -3.421
C 1.6148 -0.6459 -0.2737 -0.703 0.214 2.448
C 0.5830 -0.8315 0.9953 1.513 -4.650 -2.696
H -3.8030 -0.4578 0.6136 1.836 3.709 -3.033
H -2.6199 1.6587 -0.5377 -1.397 -3.985 1.277
H -1.9367 -1.6377 0.5872 0.520 4.060 -1.571
H -0.1737 1.8066 -0.6220 0.332 1.922 -0.394
H 0.3203 1.6031 1.2241 -1.487 1.111 -0.781
H 2.2262 1.0594 1.0550 0.106 -0.211 -0.911
H 2.3376 1.3452 -0.7557 -0.582 -0.005 1.223
H 2.4533 -1.2943 -0.5654 0.050 0.640 0.571
H 1.0580 -0.5460 1.8669 -0.018 0.858 2.150
H 0.1549 -1.8608 0.9604 0.799 0.417 0.708
H 0.2348 0.1155 -1.8089 1.470 -3.915 1.063
N 0.4363 -0.8505 -1.0950 -2.483 5.949 -2.192
```
Forces are in eV/Å.

Below is a 2-piece molecular cluster, C2H3ClF2S overall at a distorted geometry, with properties calculated with ωB97M-V/def2-TZVPD.

Results
- HOMO energy: -8.92 eV
- ΔE to the lowest compared entry with this formula, charge and spin: 116.8 kJ/mol
- Gap between HOMO and LUMO: 0.354 hartree
- Spin multiplicity: 1
- LUMO energy: 0.71 eV
- Energy: -30914.0217 eV
- F_max: 0.06027 hartree/bohr
- SMILES: FC(F)=CS.Cl
- Net charge: 0

Geometry as XYZ:
```
9
Properties=species:S:1:pos:R:3:forces:R:3
C 1.2458 0.8452 -0.0128 -1.553 -0.595 0.409
C -0.0024 0.5376 -0.3894 -0.549 -0.909 -1.098
F -0.9684 1.4232 -0.5507 0.020 0.010 0.535
F -0.5274 -0.6884 -0.8489 1.841 2.296 0.973
S 2.5708 -0.2575 -0.0501 0.970 -0.611 0.096
Cl -4.2392 -0.1748 0.0049 0.137 0.585 -1.286
H 1.4896 1.7562 0.5516 -0.565 -0.137 -0.874
H -4.1008 0.3725 -1.1992 -0.121 -0.588 1.298
H 1.9052 -1.4146 -0.0301 -0.180 -0.051 -0.054
```
Forces are in eV/Å.

Below is a 5-piece molecular cluster, C25H53N4O19P4S overall at a distorted geometry, with properties calculated with ωB97M-V/def2-TZVPD.

Results
- HOMO energy: -10.47 eV
- Gap between HOMO and LUMO: 0.203 hartree
- Spin multiplicity: 1
- LUMO energy: -4.94 eV
- Energy: -119624.5301 eV
- F_max: 0.18788 hartree/bohr
- Net charge: +1

Geometry as XYZ:
```
106
Properties=species:S:1:pos:R:3:forces:R:3
C -2.3182 1.4114 3.2170 -0.387 0.909 -1.063
C -1.5561 2.6559 2.6425 0.318 -1.184 1.117
C -0.9357 3.4432 3.8198 -0.582 -0.178 0.353
N -0.8532 4.9312 3.6210 1.562 -0.101 -0.714
C -0.6415 5.3100 2.2776 -1.639 0.474 -0.131
N 0.5351 5.1589 1.6542 0.048 0.063 0.195
C 0.7408 5.5194 0.3656 0.555 -0.041 0.138
C -0.2797 6.0516 -0.3656 -0.420 0.157 -0.261
C -1.5484 6.2392 0.2244 0.446 -0.785 0.013
C -2.6535 6.8537 -0.6356 -0.453 1.034 0.378
O -2.7530 8.0480 -0.6751 0.195 -0.791 -0.142
O -3.5100 6.0432 -1.3052 0.908 0.006 0.635
C -1.7261 5.8771 1.5696 -0.557 0.164 -0.083
C -3.0575 6.1019 2.2853 -0.545 0.046 -0.031
C -4.2235 5.2323 1.7445 -0.537 0.082 -0.243
S -5.6400 5.5692 2.8762 0.106 -0.478 0.188
C -6.9419 4.5076 2.3510 -0.504 -0.185 -0.479
N -8.1748 4.8724 2.2610 0.285 1.080 -0.027
N -8.9025 3.7977 1.8345 -0.382 -0.655 0.140
C -8.0785 2.8200 1.7155 -0.135 0.375 0.021
O -6.8176 3.1939 2.0245 1.131 -0.380 0.095
H -2.5680 0.7751 2.3521 0.272 -0.145 0.545
H -3.2945 1.7645 3.5912 0.480 -0.270 0.321
H -1.7397 0.8786 3.9787 -0.246 0.039 -0.232
H -2.2931 3.2153 2.0577 0.519 0.087 0.010
H -0.7305 2.2487 2.0357 -0.428 0.498 -0.273
H -1.5594 3.2860 4.7158 0.223 0.192 -0.329
H 0.0597 3.0366 4.0635 -0.277 0.067 -0.198
H -0.0359 5.2831 4.1242 -0.361 -0.107 0.374
H 1.2923 4.7736 2.2201 0.144 0.029 -0.369
H 1.7446 5.3791 -0.0344 -0.300 -0.022 0.223
H -0.0879 6.3309 -1.4015 -0.120 -0.055 0.297
H -3.3845 5.1375 -0.9816 -0.077 -0.043 -0.367
H -3.3840 7.1532 2.1793 0.369 -0.311 -0.138
H -2.9752 5.9333 3.3672 0.300 -0.076 -0.429
H -4.5422 5.5725 0.7512 0.135 -0.144 0.292
H -4.0058 4.1576 1.7007 -0.012 0.309 0.186
H -8.2858 1.7987 1.4145 0.204 0.302 0.050
C 7.0718 5.5873 0.3209 0.275 0.082 0.045
O 6.7052 5.1700 1.6533 -0.384 -1.155 -3.744
P 5.5371 3.9324 1.7749 -0.750 1.067 9.573
O 4.7339 4.7781 2.7470 -0.625 0.605 -1.352
O 6.5629 2.9526 2.5737 0.253 -0.411 -1.309
C 7.9204 3.2675 2.8748 0.294 -0.051 0.154
O 4.4221 2.6740 1.7939 0.905 -0.508 -3.174
C 3.6596 2.4899 2.9781 -0.419 0.087 0.124
H 7.8207 6.3717 0.4008 -0.044 -0.014 0.109
H 7.4982 4.7514 -0.2392 0.060 0.114 -0.075
H 6.2002 5.9781 -0.2092 0.059 0.055 -0.013
H 7.9756 4.1189 3.5525 -0.024 0.077 -0.129
H 8.4897 3.4627 1.9683 0.026 0.083 0.062
H 8.3543 2.4008 3.3705 -0.202 -0.102 -0.065
H 2.8728 3.2457 3.0435 0.119 0.057 0.200
H 4.2911 2.5249 3.8644 0.012 0.187 -0.053
H 3.1844 1.5092 2.9190 0.201 -0.062 -0.360
C 3.9506 -3.8089 -2.0161 -0.128 -0.256 -0.207
O 3.2748 -2.6065 -1.5767 3.680 -0.706 -0.493
P 4.3015 -1.3638 -1.0643 -5.350 5.431 2.790
O 3.6361 -1.1294 0.2589 0.806 -0.800 -0.243
O 3.7696 -0.3077 -2.1913 0.631 -0.633 -0.568
C 2.6899 -0.5570 -3.0849 -0.133 0.092 -0.058
O 5.6706 -0.4487 -0.8859 0.930 -2.736 -1.896
C 5.5914 0.6804 -0.0284 -0.040 0.078 0.657
H 3.1999 -4.5326 -2.3256 -0.058 0.097 0.057
H 4.6013 -3.5914 -2.8668 -0.040 -0.110 -0.019
H 4.5424 -4.2309 -1.2019 -0.060 -0.057 -0.021
H 1.7534 -0.6700 -2.5383 0.001 -0.141 -0.022
H 2.8801 -1.4348 -3.6988 -0.124 -0.028 0.036
H 2.6029 0.3070 -3.7431 0.148 0.053 0.095
H 5.6170 0.3690 1.0128 -0.202 0.082 -0.010
H 4.6948 1.2628 -0.2307 -0.067 -0.179 0.048
H 6.4729 1.2983 -0.2202 0.090 -0.252 -0.218
C -2.5820 -4.2203 -6.4058 -0.170 0.020 -0.158
O -2.8784 -4.0991 -4.9974 3.034 0.497 -1.889
P -1.5677 -3.7660 -3.9788 -3.567 -0.313 7.173
O -1.8077 -4.8936 -3.0246 0.640 0.200 -1.153
O -2.2219 -2.3563 -3.4652 0.306 0.270 -0.927
C -3.5189 -1.8959 -3.8205 -0.169 0.072 0.121
O -0.0998 -3.2203 -3.4314 0.176 0.377 -3.358
C 0.1941 -3.3922 -2.0472 0.194 -0.578 0.499
H -3.5089 -4.4289 -6.9347 -0.025 -0.014 0.127
H -2.1606 -3.2874 -6.7900 -0.047 -0.052 -0.094
H -1.8804 -5.0386 -6.5778 -0.059 -0.009 -0.052
H -4.2865 -2.5655 -3.4311 -0.012 -0.049 -0.136
H -3.6182 -1.7889 -4.8989 -0.100 -0.045 0.027
H -3.6546 -0.9140 -3.3665 0.172 -0.038 0.059
H 0.4551 -4.4303 -1.8448 -0.212 -0.008 0.085
H -0.6436 -3.0828 -1.4231 -0.089 -0.112 -0.127
H 1.0600 -2.7735 -1.8151 -0.093 0.073 -0.313
C -1.9465 -11.9353 -0.1862 0.049 -0.101 0.176
O -1.2523 -10.6741 -0.2619 -3.217 -0.990 -1.090
P -2.0116 -9.4538 -1.1616 5.349 5.861 -0.139
O -0.8393 -9.1371 -2.0383 -0.728 -0.902 -0.087
O -2.1307 -8.4428 0.1163 -0.689 -0.736 0.237
C -1.5675 -8.6941 1.3958 0.113 0.127 0.103
O -3.2059 -8.5992 -1.9161 -1.477 -3.022 1.184
C -2.8321 -7.4090 -2.6210 0.329 0.034 -0.548
H -1.3540 -12.6181 0.4188 0.067 0.095 -0.025
H -2.9246 -11.8070 0.2857 0.022 -0.127 0.012
H -2.0736 -12.3605 -1.1839 0.017 -0.061 0.050
H -0.4789 -8.7308 1.3381 -0.009 -0.149 0.010
H -1.9575 -9.6154 1.8248 0.112 -0.014 0.026
H -1.8509 -7.8677 2.0474 -0.084 0.057 -0.151
H -2.3613 -7.6681 -3.5675 0.165 0.057 0.111
H -2.1717 -6.7927 -2.0256 0.048 -0.194 0.054
H -3.7452 -6.8538 -2.8342 -0.127 -0.234 0.210
```
Forces are in eV/Å.

Below is C29H38N4O2P2V as an isolated structure at a distorted geometry, with properties calculated with ωB97M-V/def2-TZVPD.

Results
- HOMO energy (spin up / spin down): -7.46 / -7.92 eV
- ΔE to the lowest compared entry with this formula, charge and spin: 0.0 kJ/mol
- Gap between HOMO and LUMO (spin up / spin down): 0.275 / 0.285 hartree
- Spin multiplicity: 4
- LUMO energy (spin up / spin down): 0.01 / -0.17 eV
- Energy: -85004.4688 eV
- <S²>: 3.80
- F_max: 0.08550 hartree/bohr
- Net charge: 0

Geometry as XYZ:
```
76
Properties=species:S:1:pos:R:3:forces:R:3
V -0.1499 0.8444 1.9492 2.222 -0.837 3.700
C -1.8723 1.7640 -4.0118 -0.621 -0.189 0.267
C -2.0337 0.4512 -3.7852 -0.595 0.628 -1.121
C -1.1762 -0.5839 -4.4439 0.414 -0.253 -0.160
C 0.3476 -0.2402 -4.5071 -0.360 -0.333 -0.260
C 0.9109 0.5456 -3.3729 0.256 0.591 0.208
C 0.9253 1.8857 -3.3271 0.838 -0.479 -0.419
C 0.4844 2.6683 -4.5466 0.015 0.281 0.249
C -0.9608 2.3783 -5.0184 0.326 0.124 -0.273
C 1.5248 0.8806 3.3851 -0.579 0.386 -0.006
H -2.4631 2.5256 -3.5025 -0.150 -0.551 -0.129
H -2.9600 0.0493 -3.3530 0.625 0.506 0.319
H -1.5275 -0.7235 -5.4821 0.117 -0.138 0.275
H -1.2987 -1.5542 -3.9445 -0.086 0.182 -0.034
H 0.9078 -1.1810 -4.5708 -0.134 0.149 -0.216
H 0.4951 0.3113 -5.4291 0.301 -0.055 -0.210
H 1.4164 -0.0614 -2.6326 -0.036 0.415 -0.165
H 1.4364 2.4438 -2.5217 -0.386 -0.507 -0.326
H 1.1523 2.4287 -5.3925 -0.042 0.168 0.367
H 0.5842 3.7407 -4.3559 0.075 -0.149 0.018
H -1.4039 3.3393 -5.3173 0.042 -0.364 -0.109
H -0.9153 1.7369 -5.9047 -0.126 0.159 0.038
H 0.8023 1.6299 3.8032 0.778 -0.272 0.344
H 2.5232 1.3183 3.2593 -0.419 0.019 0.085
H 1.5499 -0.0372 3.9970 -0.192 0.667 -0.174
P 1.6612 -0.2326 1.0729 1.515 0.803 -0.638
P -1.2663 -0.9103 0.9924 -3.156 0.599 0.617
N 2.8453 0.9735 0.4476 -0.846 -0.492 0.043
N 2.7985 -1.4448 1.6806 -1.045 0.340 0.194
N -2.1569 0.4916 0.3689 0.871 0.267 -0.605
N -2.7471 -1.7868 1.3181 0.540 -0.620 0.782
C 1.0483 -1.0447 -0.4264 0.395 -0.982 -0.654
C -0.3524 -1.6886 -0.3214 0.163 -0.596 -0.568
C 2.7335 2.3102 0.8219 1.011 -0.044 -0.705
C 3.7603 3.0187 0.2014 -0.837 -0.842 0.406
C 4.5026 2.0936 -0.6025 -0.965 -0.877 0.513
C 3.8974 0.8427 -0.4512 0.330 0.909 0.270
C 3.6641 -1.2447 2.7553 0.110 -0.918 -0.468
C 4.3921 -2.4010 2.9474 -0.679 0.596 -0.732
C 3.9368 -3.3669 1.9816 -0.423 0.872 -0.051
C 2.9272 -2.7695 1.2497 0.732 -0.008 0.312
C -1.8841 1.8200 0.8625 -1.585 -0.507 -1.359
C -2.4728 2.6798 -0.0847 0.408 -0.817 0.758
C -3.0181 1.9083 -1.1377 0.139 -0.809 0.473
C -2.7503 0.5655 -0.8628 -0.206 1.174 0.572
C -3.9868 -1.8895 0.6776 -0.361 -0.831 0.567
C -4.7997 -2.7542 1.4261 1.560 0.945 -0.512
C -4.0423 -3.1620 2.5736 0.996 0.638 -0.601
C -2.7952 -2.5507 2.4873 -0.919 -0.477 -0.284
H 1.7721 -1.8004 -0.7506 -0.209 0.240 -0.520
H 0.9930 -0.2470 -1.1654 0.054 -0.046 0.505
H -0.9104 -1.6404 -1.2671 0.289 -0.113 0.081
H -0.2654 -2.7486 -0.0295 -0.120 0.240 -0.067
H 1.9616 2.6035 1.5276 0.377 0.091 -0.241
H 3.9503 4.0685 0.3539 0.046 -0.002 -0.109
H 5.3867 2.3124 -1.1821 -0.131 -0.073 -0.047
H 4.1455 -0.1177 -0.8927 -0.040 0.229 0.212
H 3.6412 -0.3105 3.2845 0.286 -0.093 -0.041
H 5.1883 -2.4984 3.6606 0.042 -0.169 0.134
H 4.3514 -4.3505 1.8162 -0.225 0.016 0.085
H 2.3102 -3.1743 0.4542 0.287 0.092 0.285
H -1.7331 1.9577 1.9649 -0.853 0.266 -0.843
H -2.5300 3.7496 0.0026 -0.035 0.109 0.082
H -3.5848 2.2739 -1.9849 0.186 -0.059 0.298
H -2.9671 -0.3496 -1.4182 0.229 0.655 0.302
H -4.1890 -1.3258 -0.2265 -0.094 -0.362 0.394
H -5.7914 -3.0689 1.1455 -0.038 0.122 0.074
H -4.3476 -3.8389 3.3554 -0.039 0.098 -0.008
H -1.9262 -2.5606 3.1395 -0.218 -0.094 -0.061
C -1.6231 -0.8068 5.9059 -0.040 -0.082 0.328
C -1.0335 -0.5835 4.5264 0.723 -0.779 0.320
O -0.2190 -1.4662 4.1113 -1.355 1.585 -0.253
O -1.4233 0.5014 3.9554 0.957 -0.491 -1.190
H -1.0754 -1.5708 6.4557 0.078 0.020 -0.139
H -2.6559 -1.1441 5.8239 -0.120 0.073 -0.115
H -1.6197 0.1179 6.4815 -0.065 0.056 -0.067
```
Forces are in eV/Å.

Below is a 2-piece molecular cluster, C6H10Cl2N2O4 overall at a distorted geometry, with properties calculated with ωB97M-V/def2-TZVPD.

Results
- HOMO energy (spin up / spin down): -7.94 / -10.58 eV
- Gap between HOMO and LUMO (spin up / spin down): 0.300 / 0.277 hartree
- Spin multiplicity: 3
- LUMO energy (spin up / spin down): 0.21 / -3.05 eV
- Energy: -42589.8513 eV
- <S²>: 2.01
- F_max: 0.04468 hartree/bohr
- Net charge: 0

Geometry as XYZ:
```
24
Properties=species:S:1:pos:R:3:forces:R:3
C -0.3026 -1.2576 1.1467 0.045 -0.319 -0.049
C 0.3628 1.8155 -1.2135 0.072 -0.042 0.184
C -1.8926 0.6395 0.6291 0.617 0.251 -0.180
C 2.2202 -0.7724 -1.1746 0.672 -0.871 -2.017
C -0.6451 -0.1566 0.1574 -0.088 0.249 0.383
C 0.4653 0.8401 -0.0938 -1.341 0.414 -0.095
N -3.1193 -0.1920 0.5463 0.178 0.643 0.126
N 2.8402 -0.9235 0.0219 1.055 0.615 1.714
O -3.9008 0.0886 -0.3240 -0.551 0.051 -0.500
O 2.6958 -1.9690 0.6529 0.012 -0.385 -0.187
O -3.2455 -1.0731 1.3563 -0.250 -0.631 0.513
O 3.4476 0.0595 0.4770 0.781 -0.982 -0.889
Cl -1.0904 -0.9214 -1.4259 0.098 -0.187 -0.114
Cl 1.3954 1.3212 1.2269 -0.863 0.839 0.928
H 0.0000 -0.8256 2.0980 -0.012 0.060 0.040
H -1.1661 -1.8953 1.3189 0.039 0.082 -0.031
H 0.5108 -1.8818 0.7850 -0.051 0.094 -0.013
H -0.1052 1.3610 -2.0818 -0.017 0.061 -0.068
H 1.3443 2.1990 -1.4827 0.116 0.035 -0.035
H -0.2333 2.6800 -0.9008 -0.028 0.097 -0.095
H -1.7428 0.9330 1.6705 -0.092 -0.084 -0.111
H -2.0594 1.5078 -0.0079 -0.058 -0.170 0.101
H 2.5527 0.0264 -1.8118 -0.077 0.290 0.182
H 1.6680 -1.6033 -1.5702 -0.258 -0.109 0.215
```
Forces are in eV/Å.